No. 1
The following is a DFT calculation (ωB97M-V/def2-TZVPD) of a structure of composition C2H8N4O2Sn.

Calculated values
Lowest unoccupied orbital energy, eV: -9.54
Net charge: +2
HOMO energy, eV: -17.625
Multiplicity: 1
E_tot, eV: -18076.2600
HOMO-LUMO gap, eV: 8.1

Each line ends with the Mulliken charge.
Positions of all 17 atoms, in Å:
Sn  4.115  2.393  11.911  1.290
C  6.241  3.089  13.929  0.896
O  5.473  3.472  13.061  -0.598
N  6.818  1.849  13.892  -0.350
N  6.584  3.948  14.871  -0.396
H  7.596  1.656  14.508  0.222
H  6.654  1.279  13.110  0.135
H  7.075  3.569  15.682  0.260
H  5.886  4.683  15.035  0.273
C  3.692  5.283  10.096  0.688
O  3.555  4.165  10.639  -0.640
N  3.364  5.445  8.763  -0.353
N  4.147  6.332  10.873  -0.367
H  3.084  4.546  8.427  0.234
H  3.108  6.252  8.226  0.251
H  3.873  7.213  10.552  0.237
H  4.386  6.145  11.922  0.219

No. 2
The following is a DFT calculation (ωB97M-V/def2-TZVPD) of a cluster of 2 separate species, C4H6N5O4S in total.

Calculated values
Lowest unoccupied orbital energy (alpha / beta), eV: -5.51 / -5.50
Net charge: +1
HOMO energy (alpha / beta), eV: -11.632 / -11.567
Multiplicity: 1
E_tot, eV: -30710.3857
HOMO-LUMO gap (alpha / beta), eV: 6.1 / 6.1

Each line ends with the Mulliken charge.
Positions of all 20 atoms, in Å:
C  0.462  -0.809  1.404  0.647
C  -0.015  -1.173  -1.112  0.231
C  0.127  3.360  -1.258  0.559
C  0.125  0.266  2.381  0.650
N  -1.687  0.246  -1.660  -0.770
N  0.441  -2.456  -3.236  -0.446
N  -0.992  -0.771  -1.917  0.091
N  1.075  -1.861  1.773  -0.612
N  0.090  -0.505  0.114  -0.138
O  0.170  4.134  -2.085  -0.283
O  0.097  2.564  -0.422  -0.423
O  -0.067  1.524  2.123  -0.425
O  0.111  -0.088  3.623  -0.357
S  0.971  -2.420  -1.798  0.233
H  -2.454  0.338  -2.329  0.252
H  0.834  -3.187  -3.816  0.314
H  1.293  -1.941  2.756  0.260
H  -0.539  0.300  0.021  0.276
H  0.009  1.832  1.191  0.520
H  -0.052  0.647  4.246  0.421

No. 3
The following is a DFT calculation (ωB97M-V/def2-TZVPD) of a structure of composition C50H42ClF3N5O2RuSTe.

Calculated values
Lowest unoccupied orbital energy, eV: -2.62
Net charge: +1
HOMO energy, eV: -9.272
Multiplicity: 1
E_tot, eV: -105459.4638
HOMO-LUMO gap, eV: 6.6

Each line ends with the Mulliken charge.
Positions of all 106 atoms, in Å:
Ru  0.114  -2.497  -0.182  1.699
Cl  -1.657  -2.058  6.966  -0.233
C  -1.533  -1.920  5.237  -0.099
C  -2.142  -0.842  4.579  -0.797
C  -2.050  -0.717  3.218  -0.506
C  -1.329  -1.646  2.411  0.417
O  -1.220  -1.432  1.148  0.596
C  -0.755  -2.761  3.104  0.183
C  -0.088  -3.851  2.451  -0.532
N  0.091  -3.986  1.181  0.425
C  0.593  -5.210  0.665  -0.332
C  0.459  -6.432  1.265  -0.524
C  1.022  -7.584  0.674  -0.999
C  1.690  -7.508  -0.513  -0.860
C  1.794  -6.268  -1.189  0.642
C  2.413  -6.117  -2.452  -0.800
C  2.418  -4.897  -3.056  -1.264
C  1.796  -3.808  -2.411  -0.441
N  1.237  -3.906  -1.228  0.655
C  1.231  -5.125  -0.600  0.570
C  -0.867  -2.862  4.509  -1.146
H  -2.685  -0.106  5.158  0.459
H  -2.546  0.108  2.724  0.281
H  0.281  -4.643  3.103  0.539
H  -0.104  -6.525  2.184  0.619
H  0.907  -8.538  1.170  0.422
H  2.121  -8.393  -0.963  0.435
H  2.857  -6.980  -2.932  0.444
H  2.868  -4.749  -4.027  0.476
H  1.721  -2.839  -2.889  0.730
H  -0.428  -3.715  5.013  0.469
S  -1.797  -3.678  -1.205  -0.438
C  -2.933  -2.568  -1.850  0.664
N  -2.578  -1.801  -2.907  0.164
C  -3.428  -1.025  -3.609  -0.187
C  -4.748  -0.972  -3.268  -0.738
C  -5.171  -1.718  -2.157  -0.282
C  -4.284  -2.495  -1.457  -0.747
H  -1.575  -1.815  -3.142  0.058
H  -3.000  -0.479  -4.437  0.472
H  -5.436  -0.372  -3.845  0.446
H  -6.209  -1.681  -1.853  0.428
H  -4.588  -3.087  -0.607  0.430
C  -4.589  6.085  0.391  -1.641
C  -3.524  5.030  0.288  0.454
C  -3.853  3.682  0.270  -1.051
C  -2.881  2.692  0.208  1.290
C  -3.348  1.261  0.089  -1.618
C  -1.530  3.076  0.157  0.177
Te  -0.226  1.484  0.734  0.632
N  0.140  0.189  -0.652  0.219
C  0.182  0.141  -1.963  0.392
O  0.363  -0.991  -2.489  -0.772
C  0.097  1.335  -2.865  -0.074
C  -0.937  2.258  -2.769  -0.264
C  -0.968  3.367  -3.605  -0.773
C  0.044  3.563  -4.534  -0.583
C  1.074  2.635  -4.642  -0.822
C  1.093  1.519  -3.822  -0.442
C  1.673  2.396  0.792  1.512
C  2.490  2.366  -0.329  -0.341
C  3.748  2.946  -0.276  -0.719
C  4.182  3.530  0.905  -1.133
C  3.369  3.524  2.030  -0.817
C  2.098  2.958  1.998  0.346
C  1.223  2.996  3.224  -1.772
C  -1.167  4.428  0.091  0.735
C  0.236  4.932  -0.133  -1.488
C  -2.184  5.374  0.165  -0.916
H  -5.394  5.763  1.050  0.401
H  -5.028  6.285  -0.589  0.302
H  -4.183  7.021  0.769  0.404
H  -4.897  3.387  0.314  0.495
H  -4.173  1.059  0.773  0.604
H  -2.590  0.495  0.270  -0.534
H  -3.722  1.098  -0.925  0.387
H  -1.732  2.105  -2.053  0.998
H  -1.782  4.077  -3.528  0.485
H  0.026  4.429  -5.181  0.437
H  1.859  2.781  -5.372  0.454
H  1.881  0.781  -3.912  0.472
H  2.143  1.903  -1.244  0.126
H  4.384  2.939  -1.151  0.495
H  5.164  3.981  0.957  0.359
H  3.727  3.966  2.951  0.517
H  1.776  3.377  4.080  0.501
H  0.846  2.003  3.487  0.313
H  0.355  3.646  3.076  0.232
H  0.800  4.277  -0.793  0.172
H  0.796  5.034  0.798  0.266
H  0.190  5.918  -0.594  0.510
H  -1.913  6.423  0.115  0.459
F  6.311  -0.237  2.184  -0.281
C  5.288  0.614  2.007  0.730
F  5.686  1.531  1.112  -0.192
F  5.074  1.242  3.171  -0.278
C  4.065  -0.132  1.533  0.655
C  3.004  -0.386  2.379  -0.758
C  1.963  -1.175  1.913  -0.844
N  1.945  -1.703  0.685  0.578
C  2.960  -1.417  -0.136  -0.401
C  4.040  -0.644  0.246  -1.365
H  2.987  -0.005  3.390  0.614
H  1.124  -1.413  2.551  0.431
H  2.908  -1.844  -1.127  0.423
H  4.846  -0.454  -0.449  0.506

No. 4
The following is a DFT calculation (ωB97M-V/def2-TZVPD) of a structure of composition C2H4NP.

Calculated values
Lowest unoccupied orbital energy, eV: 0.05
Net charge: 0
HOMO energy, eV: -9.242
Multiplicity: 1
E_tot, eV: -12914.9501
HOMO-LUMO gap, eV: 9.3

Each line ends with the Mulliken charge.
Positions of all 8 atoms, in Å:
C  -0.361  -1.209  0.220  -0.499
C  0.162  1.240  -0.138  -0.569
N  0.804  -1.273  -0.258  -0.390
P  1.533  0.271  0.122  0.092
H  -0.737  -0.615  1.026  0.460
H  -1.007  -1.809  -0.262  0.313
H  -0.634  1.065  -0.842  0.333
H  0.239  2.330  0.131  0.259

No. 5
The following is a DFT calculation (ωB97M-V/def2-TZVPD) of a structure of composition C18H12BrCl2FeN2OS3Te.

Calculated values
Lowest unoccupied orbital energy (alpha / beta), eV: 4.13 / 4.13
Net charge: -2
HOMO energy (alpha / beta), eV: 0.350 / -1.651
Multiplicity: 6
E_tot, eV: -193164.6145
HOMO-LUMO gap (alpha / beta), eV: 3.8 / 5.8

Each line ends with the Mulliken charge.
Positions of all 41 atoms, in Å:
Fe  -0.642  -0.723  0.952  0.513
Br  -0.836  -4.943  -5.094  -0.317
C  -0.385  -3.995  -3.489  0.026
C  0.309  -4.656  -2.473  -0.521
C  0.686  -3.965  -1.348  -0.322
C  0.361  -2.590  -1.147  0.286
O  0.728  -1.981  -0.084  -0.823
C  -0.375  -1.956  -2.211  0.467
C  -0.704  -0.539  -2.144  -0.425
N  -0.495  0.127  -1.081  0.509
C  -0.425  1.520  -0.960  -0.172
C  -1.064  2.474  -1.757  -0.674
C  -0.793  3.818  -1.551  -0.606
C  0.142  4.227  -0.601  -0.850
C  0.814  3.287  0.209  0.820
C  1.804  3.600  1.166  -0.918
C  2.432  2.554  1.869  -0.480
C  2.008  1.258  1.681  -1.051
N  1.009  0.917  0.839  0.242
C  0.475  1.905  0.058  0.752
C  -0.717  -2.669  -3.363  -0.750
H  0.532  -5.711  -2.566  0.364
H  1.210  -4.463  -0.542  0.436
H  -1.061  -0.058  -3.065  0.139
H  -1.779  2.160  -2.509  0.347
H  -1.307  4.564  -2.149  0.339
H  0.362  5.282  -0.473  0.327
H  2.086  4.633  1.332  0.339
H  3.229  2.760  2.575  0.347
H  2.470  0.431  2.215  0.463
H  -1.247  -2.159  -4.161  0.384
S  -0.464  -4.722  2.067  -0.355
C  -0.971  -3.141  2.033  0.309
S  -2.187  -2.826  0.734  -0.268
S  -0.510  -1.896  3.114  -0.402
Cl  -1.281  1.506  2.863  -0.080
C  -0.196  1.504  4.241  -0.163
Cl  -0.197  3.054  5.140  -0.245
H  0.810  1.338  3.874  0.062
H  -0.518  0.726  4.922  0.371
Te  -3.312  -0.655  0.885  -0.420

No. 6
The following is a DFT calculation (ωB97M-V/def2-TZVPD) of an isolated molecule of C2HCl2NO.

Calculated values
Lowest unoccupied orbital energy, eV: -0.43
Net charge: 0
HOMO energy, eV: -11.689
Multiplicity: 1
SMILES string: N#CC(O)(Cl)Cl
E_tot, eV: -30671.1488
HOMO-LUMO gap, eV: 11.3

Each line ends with the Mulliken charge.
Positions of all 7 atoms, in Å:
N  1.255  1.996  0.338  -0.328
C  0.665  1.015  0.162  -0.046
C  0.055  -0.278  -0.138  0.714
O  -0.380  -0.788  1.008  -0.374
Cl  -1.497  0.444  -1.097  -0.207
Cl  1.103  -1.251  -1.129  -0.095
H  -1.202  -1.137  0.856  0.337